No. 1
CHNS4 in the gas phase, computed with wB97M-V/def2-TZVPD.

As for the energy relative to the best compared isomer or geometry (same formula, charge and spin): 40.0 kcal per mole. The gap between HOMO and LUMO comes out at 7.8 eV. The SMILES is S=C(S)n1ss1. The value obtained for the LUMO energy is -1.103 eV. The calculation puts the electronic energy at -45881.788 eV.

Each atom is followed by the atoms it is bonded to, with distances in Å.
CARTESIAN COORDINATES (ANGSTROEM)
1 S -0.93 1.60 1.58  C2 1.605
2 C -1.24 0.11 1.06  S1 1.605, S3 1.731, N4 1.349
3 S -0.35 -0.96 0.03  C2 1.731, H7 1.322
4 N -2.48 -0.36 1.29  C2 1.349, S5 1.804, S6 1.695
5 S -2.81 -2.05 1.83  N4 1.804, S6 2.128
6 S -3.36 -0.20 2.73  N4 1.695, S5 2.128
7 H 0.87 -0.55 0.33  S3 1.322

Here are the Mulliken charges for atoms 1 to 4, given in e: S -0.321; C 0.462; S -0.198; N -0.052



No. 2
12 unconnected molecules or ions with the total composition C46H67F6NO22, computed with wB97M-V/def2-TZVPD.

As for the energy relative to the best compared isomer or geometry (same formula, charge and spin): 0.0 kcal per mole. The gap between HOMO and LUMO comes out at 10.1 eV. The SMILES is CCOC(=O)C(F)(F)F.CCOC(=O)C(F)(F)F.O=C1CCCO1.O=C1CCCO1.O=C1CCCO1.O=C1CCCO1.O=C1CCCO1.O=C1CCCO1.O=C1CCCO1.O=C1CCCO1.O=C1CCCO1.CC#N. The value obtained for the LUMO energy is 0.138 eV. The calculation puts the electronic energy at -111630.762 eV.

Each atom is followed by the atoms it is bonded to, with distances in Å.
CARTESIAN COORDINATES (ANGSTROEM)
1 C -1.20 3.67 -2.56  C2 1.512, H10 1.124, H11 1.079, H12 1.083
2 C -2.64 3.30 -2.86  C1 1.512, O3 1.512, H13 1.109, H14 1.098
3 O -3.46 3.47 -1.60  C2 1.512, C4 1.310
4 C -3.40 2.57 -0.65  O3 1.310, O5 1.234, C6 1.512
5 O -2.63 1.61 -0.56  C4 1.234
6 C -4.41 2.99 0.40  C4 1.512, F7 1.359, F8 1.362, F9 1.346
7 F -4.19 4.31 0.62  C6 1.359
8 F -5.72 2.86 0.07  C6 1.362
9 F -4.21 2.38 1.58  C6 1.346
10 H -0.55 3.17 -3.32  C1 1.124
11 H -0.97 3.27 -1.58  C1 1.079
12 H -0.99 4.73 -2.55  C1 1.083
13 H -2.78 2.23 -3.12  C2 1.109
14 H -3.15 3.83 -3.67  C2 1.098
15 C -0.24 -0.15 -2.39  C16 1.506, H24 1.119, H25 1.090, H26 1.080
16 C -0.01 -0.20 -0.90  C15 1.506, O17 1.499, H27 1.046, H28 1.080
17 O 0.13 1.20 -0.39  C16 1.499, C18 1.286
18 C 0.04 1.32 0.89  O17 1.286, O19 1.212, C20 1.548
19 O -0.35 0.54 1.73  C18 1.212
20 C 0.28 2.78 1.32  C18 1.548, F21 1.335, F22 1.352, F23 1.349
21 F 0.70 2.82 2.58  C20 1.335
22 F 1.13 3.44 0.50  C20 1.352
23 F -0.89 3.46 1.29  C20 1.349
24 H -0.94 0.69 -2.66  C15 1.119
25 H -0.58 -1.10 -2.80  C15 1.090
26 H 0.63 0.15 -2.95  C15 1.080
27 H 0.93 -0.63 -0.73  C16 1.046
28 H -0.67 -0.77 -0.27  C16 1.080
29 O -5.39 -3.16 3.69  C30 1.212
30 C -4.94 -2.06 3.91  O29 1.212, C31 1.469, O34 1.352
31 C -5.49 -0.97 4.73  C30 1.469, C32 1.516, H35 1.073, H36 1.082
32 C -4.84 0.28 4.19  C31 1.516, C33 1.549, H37 1.093, H38 1.078
33 C -3.47 -0.27 3.73  C32 1.549, O34 1.473, H39 1.088, H40 1.075
34 O -3.75 -1.67 3.39  C30 1.352, C33 1.473
35 H -6.56 -1.02 4.76  C31 1.073
36 H -5.14 -1.22 5.73  C31 1.082
37 H -5.45 0.62 3.34  C32 1.093
38 H -4.83 1.04 4.95  C32 1.078
39 H -3.18 0.19 2.79  C33 1.088
40 H -2.72 -0.32 4.50  C33 1.075
41 O 3.76 4.81 0.03  C42 1.206
42 C 3.44 4.06 -0.86  O41 1.206, C43 1.525, O46 1.365
43 C 2.27 4.04 -1.84  C42 1.525, C44 1.557, H47 1.081, H48 1.093
44 C 2.38 2.64 -2.51  C43 1.557, C45 1.543, H49 1.089, H50 1.057
45 C 3.84 2.22 -2.25  C44 1.543, O46 1.392, H51 1.082, H52 1.123
46 O 4.23 2.99 -1.16  C42 1.365, C45 1.392
47 H 1.28 4.28 -1.45  C43 1.081
48 H 2.55 4.79 -2.58  C43 1.093
49 H 1.68 1.99 -1.99  C44 1.089
50 H 2.06 2.64 -3.51  C44 1.057
51 H 4.01 1.19 -1.97  C45 1.082
52 H 4.54 2.38 -3.11  C45 1.123
53 O -6.81 -0.33 1.33  C54 1.180
54 C -5.93 -0.92 0.82  O53 1.180, C55 1.527, O58 1.337
55 C -5.87 -2.41 0.45  C54 1.527, C56 1.520, H59 1.097, H60 1.054
56 C -4.60 -2.65 -0.35  C55 1.520, C57 1.536, H61 1.113, H62 1.050
57 C -3.81 -1.39 0.02  C56 1.536, O58 1.496, H63 1.116, H64 1.099
58 O -4.75 -0.35 0.54  C54 1.337, C57 1.496
59 H -5.90 -2.99 1.38  C55 1.097
60 H -6.68 -2.65 -0.17  C55 1.054
61 H -4.05 -3.61 -0.31  C56 1.113
62 H -4.89 -2.41 -1.33  C56 1.050
63 H -3.18 -1.49 0.94  C57 1.116
64 H -3.21 -0.92 -0.77  C57 1.099
65 O 2.91 0.91 0.83  C66 1.223
66 C 3.98 1.15 1.37  O65 1.223, C67 1.498, O70 1.355
67 C 4.24 2.18 2.42  C66 1.498, C68 1.544, H71 1.056, H72 1.084
68 C 5.75 2.46 2.30  C67 1.544, C69 1.542, H73 1.106, H74 1.078
69 C 6.18 1.08 1.79  C68 1.542, O70 1.448, H75 1.097, H76 1.114
70 O 5.10 0.48 1.03  C66 1.355, C69 1.448
71 H 3.62 2.99 2.14  C67 1.056
72 H 3.85 1.74 3.33  C67 1.084
73 H 5.92 3.22 1.51  C68 1.106
74 H 6.20 2.80 3.22  C68 1.078
75 H 7.07 1.02 1.14  C69 1.097
76 H 6.33 0.37 2.63  C69 1.114
77 O -0.51 -2.99 0.18  C78 1.192
78 C -0.91 -3.56 1.15  O77 1.192, C79 1.485, O82 1.332
79 C -0.37 -3.41 2.52  C78 1.485, C80 1.539, H83 1.114, H84 1.097
80 C -1.12 -4.44 3.38  C79 1.539, C81 1.586, H85 1.077, H86 1.108
81 C -2.36 -4.77 2.44  C80 1.586, O82 1.446, H87 1.122, H88 1.068
82 O -1.95 -4.39 1.11  C78 1.332, C81 1.446
83 H 0.73 -3.49 2.42  C79 1.114
84 H -0.51 -2.36 2.80  C79 1.097
85 H -0.54 -5.32 3.58  C80 1.077
86 H -1.44 -4.01 4.35  C80 1.108
87 H -2.62 -5.86 2.34  C81 1.122
88 H -3.21 -4.17 2.68  C81 1.068
89 O 0.77 -3.68 -3.71  C90 1.202
90 C 0.08 -4.40 -3.04  O89 1.202, C91 1.480, O94 1.329
91 C -1.38 -4.34 -2.81  C90 1.480, C92 1.537, H95 1.072, H96 1.066
92 C -1.73 -5.71 -2.22  C91 1.537, C93 1.531, H97 1.068, H98 1.085
93 C -0.38 -6.29 -1.79  C92 1.531, O94 1.444, H99 1.092, H100 1.108
94 O 0.61 -5.44 -2.39  C90 1.329, C93 1.444
95 H -1.44 -3.54 -2.10  C91 1.072
96 H -1.85 -3.95 -3.69  C91 1.066
97 H -2.41 -5.52 -1.41  C92 1.068
98 H -2.26 -6.28 -2.97  C92 1.085
99 H -0.30 -6.26 -0.70  C93 1.092
100 H -0.23 -7.33 -2.12  C93 1.108
101 O 2.97 -0.91 -2.39  C102 1.215
102 C 3.39 -2.05 -2.46  O101 1.215, C103 1.526, O106 1.347
103 C 3.21 -3.11 -1.38  C102 1.526, C104 1.501, H107 1.073, H108 1.107
104 C 4.18 -4.18 -1.80  C103 1.501, C105 1.537, H109 1.097, H110 1.072
105 C 4.40 -3.91 -3.29  C104 1.537, O106 1.466, H111 1.069, H112 1.086
106 O 4.12 -2.49 -3.50  C102 1.347, C105 1.466
107 H 3.44 -2.65 -0.44  C103 1.073
108 H 2.16 -3.46 -1.49  C103 1.107
109 H 5.11 -4.11 -1.22  C104 1.097
110 H 3.84 -5.18 -1.61  C104 1.072
111 H 5.38 -4.01 -3.72  C105 1.069
112 H 3.78 -4.46 -3.99  C105 1.086
113 O 2.74 7.25 6.31  C114 1.187
114 C 2.76 6.96 5.16  O113 1.187, C115 1.476, O118 1.391
115 C 2.48 5.67 4.50  C114 1.476, C116 1.601, H119 1.081, H120 1.086
116 C 3.09 5.86 3.02  C115 1.601, C117 1.554, H121 1.071, H122 1.082
117 C 2.91 7.40 2.88  C116 1.554, O118 1.465, H123 1.072, H124 1.119
118 O 3.07 7.95 4.23  C114 1.391, C117 1.465
119 H 2.77 4.83 5.10  C115 1.081
120 H 1.40 5.72 4.39  C115 1.086
121 H 4.12 5.59 2.95  C116 1.071
122 H 2.54 5.37 2.23  C116 1.082
123 H 3.70 7.83 2.31  C117 1.072
124 H 1.89 7.60 2.47  C117 1.119
125 O -0.55 -1.05 -9.18  C126 1.206
126 C -0.37 -1.05 -7.99  O125 1.206, C127 1.510, O130 1.356
127 C 0.89 -0.59 -7.30  C126 1.510, C128 1.541, H131 1.112, H132 1.074
128 C 0.46 -0.34 -5.84  C127 1.541, C129 1.553, H133 1.064, H134 1.079
129 C -0.70 -1.37 -5.75  C128 1.553, O130 1.456, H135 1.106, H136 1.109
130 O -1.29 -1.46 -7.07  C126 1.356, C129 1.456
131 H 1.61 -1.43 -7.41  C127 1.112
132 H 1.29 0.30 -7.74  C127 1.074
133 H 1.22 -0.53 -5.13  C128 1.064
134 H 0.07 0.67 -5.77  C128 1.079
135 H -0.43 -2.41 -5.47  C129 1.106
136 H -1.53 -1.02 -5.11  C129 1.109
137 C 0.89 0.14 5.49  C138 1.425, H140 1.079, H141 1.086, H142 1.090
138 C 0.07 -1.02 5.67  C137 1.425, N139 1.150
139 N -0.68 -1.89 5.68  C138 1.150
140 H 1.20 0.44 6.48  C137 1.079
141 H 0.39 1.02 5.10  C137 1.086
142 H 1.75 -0.12 4.89  C137 1.090

Here are the Mulliken charges for atoms 1 to 4, given in e: C -0.282; C -0.483; O -0.322; C -0.147